A structure of composition C23H30HgN3O3PTe. Source: the Open Molecules 2025 dataset; level of theory: ωB97M-V with the def2-TZVPD basis set.

Calculated values
HOMO (alpha / beta): -2.0609 / -4.4294 eV
Lowest unoccupied orbital energy (alpha / beta): 2.621 / 2.619 eV
Calculated total energy: -55710.951 eV
Expectation value of S²: 0.772
2S+1: 2
HOMO-LUMO gap (alpha / beta): 0.172 / 0.259 hartree
Charge: -1

Positions of all 62 atoms, in Å:
Hg (0.302089, 0.381227, 0.353685)
C (0.075850, 0.485775, 5.037442)
C (-0.725088, -0.631482, 5.353752)
C (-1.267443, -1.386658, 4.354079)
C (-1.018985, -1.052262, 2.991694)
N (-0.232391, 0.032135, 2.709643)
C (0.272983, 0.759432, 3.699147)
C (-1.564661, -1.768161, 1.888209)
C (-2.421380, -2.896999, 2.031645)
C (-2.933540, -3.523159, 0.934535)
C (-2.613861, -3.046013, -0.359597)
C (-1.783620, -1.951224, -0.436538)
N (-1.265750, -1.325529, 0.619471)
H (0.511054, 1.115400, 5.799315)
H (-0.918315, -0.890216, 6.388488)
H (-1.890771, -2.234129, 4.600498)
H (0.858358, 1.620608, 3.390933)
H (-2.675519, -3.256393, 3.018806)
H (-3.587888, -4.378442, 1.057449)
H (-3.004123, -3.505537, -1.255781)
H (-1.519767, -1.526842, -1.400145)
C (0.728509, 1.823316, -2.921746)
N (0.482309, 0.420939, -2.645420)
C (-0.570809, -0.086736, -3.495724)
C (1.698627, -0.354242, -2.766913)
C (2.711273, -0.098017, -1.667710)
C (4.060520, -0.096143, -2.016285)
C (5.051091, 0.058826, -1.058361)
C (4.685896, 0.211392, 0.270878)
C (3.339450, 0.215824, 0.615603)
C (2.326921, 0.067590, -0.335515)
H (0.999921, 1.977488, -3.983449)
H (1.540000, 2.187829, -2.294590)
H (-0.162760, 2.406829, -2.696569)
H (-0.314667, -0.002987, -4.569229)
H (-1.484665, 0.475301, -3.305357)
H (-0.756569, -1.139781, -3.275605)
H (2.183676, -0.166781, -3.744836)
H (1.422309, -1.413833, -2.749837)
H (4.337189, -0.220259, -3.059097)
H (6.094644, 0.066651, -1.348735)
H (5.443254, 0.338580, 1.035932)
H (3.075284, 0.338468, 1.661933)
C (-2.800731, 6.260309, -1.863182)
C (-2.447179, 5.388486, -0.678990)
O (-2.463646, 4.033007, -1.111889)
P (-1.942414, 2.850537, -0.137268)
O (-2.113962, 1.581402, -0.889368)
Te (0.218952, 3.355861, 0.722356)
O (-2.934994, 2.955980, 1.130320)
C (-4.237090, 2.347530, 1.026204)
C (-4.213400, 0.947022, 1.593778)
H (-2.838126, 7.307819, -1.559165)
H (-3.772785, 5.981079, -2.269833)
H (-2.055328, 6.152179, -2.650678)
H (-3.165479, 5.518048, 0.136551)
H (-1.453134, 5.636330, -0.292657)
H (-4.566485, 2.338310, -0.015176)
H (-4.906935, 2.997966, 1.593285)
H (-3.460438, 0.356705, 1.078428)
H (-5.185017, 0.466103, 1.457936)
H (-3.972244, 0.963441, 2.657654)

Atoms 1-3, force components in eV/Å:
0.347 -0.324 -0.011
-0.023 -0.032 -0.001
0.018 0.028 0.013

So, what does the Mulliken scheme give us? The charges, in e, come out as: atom 1 (Hg): 1.459, atom 2 (C): -1.122, atom 3 (C): -0.202, atom 4 (C): -1.236, atom 5 (C): 0.534, atom 6 (N): 0.362, atom 7 (C): -0.115, atom 8 (C): 0.361, atom 9 (C): -1.107, atom 10 (C): -0.364, atom 11 (C): -0.834, atom 12 (C): -0.134, atom 13 (N): 0.134, atom 14 (H): 0.369, atom 15 (H): 0.398, atom 16 (H): 0.266, atom 17 (H): 0.295, atom 18 (H): 0.263, atom 19 (H): 0.411, atom 20 (H): 0.438, atom 21 (H): -0.016, atom 22 (C): -1.245, atom 23 (N): 0.838, atom 24 (C): -1.404, atom 25 (C): -1.067, atom 26 (C): 1.151, atom 27 (C): -0.726, atom 28 (C): -0.534, atom 29 (C): -0.648, atom 30 (C): -0.240, atom 31 (C): -0.283, atom 32 (H): 0.296, atom 33 (H): 0.351, atom 34 (H): 0.251, atom 35 (H): 0.344, atom 36 (H): 0.277, atom 37 (H): 0.462, atom 38 (H): 0.219, atom 39 (H): 0.353, atom 40 (H): 0.306, atom 41 (H): 0.351, atom 42 (H): 0.386, atom 43 (H): 0.306, atom 44 (C): -1.303, atom 45 (C): -0.072, atom 46 (O): -0.248, atom 47 (P): 0.319, atom 48 (O): -0.582, atom 49 (Te): -0.417, atom 50 (O): -0.258, atom 51 (C): -0.470, atom 52 (C): -0.604, atom 53 (H): 0.395, atom 54 (H): 0.295, atom 55 (H): 0.300, atom 56 (H): 0.217, atom 57 (H): 0.241, atom 58 (H): 0.320, atom 59 (H): 0.375, atom 60 (H): -0.105, atom 61 (H): 0.401, atom 62 (H): 0.291

---

An isolated molecule of C23H30N2O2S. Source: the Open Molecules 2025 dataset; level of theory: ωB97M-V with the def2-TZVPD basis set.

Calculated values
HOMO: -8.2692 eV
Structure (SMILES): COc1ccc(CC(=O)NC[C@@H]2CCCN(Cc3cccc(SC)c3)C2)cc1
Lowest unoccupied orbital energy: 0.592 eV
Calculated total energy: -42249.065 eV
HOMO-LUMO gap: 0.326 hartree

Positions of all 58 atoms, in Å:
C (-2.021143, -5.162703, 0.108832)
O (-3.031244, -4.417076, 0.740475)
C (-3.240574, -3.130587, 0.337785)
C (-2.523523, -2.477472, -0.656245)
C (-2.828036, -1.163298, -0.974921)
C (-3.839803, -0.476397, -0.323112)
C (-4.132073, 0.961859, -0.627453)
C (-3.591750, 1.872259, 0.481231)
O (-4.257074, 2.744609, 1.001007)
N (-2.317315, 1.603688, 0.809299)
C (-1.586755, 2.345567, 1.805063)
C (-0.152599, 2.680190, 1.375693)
C (-0.072766, 3.703562, 0.239107)
C (-0.431368, 3.084736, -1.107716)
C (0.387246, 1.819507, -1.347666)
N (0.167085, 0.869185, -0.270467)
C (0.704793, -0.458916, -0.549125)
C (2.205665, -0.507775, -0.702555)
C (2.800582, -0.293777, -1.942948)
C (4.177447, -0.270676, -2.060476)
C (4.987688, -0.459651, -0.953909)
C (4.404120, -0.686809, 0.283614)
S (5.312312, -0.953979, 1.776473)
C (7.045991, -0.983166, 1.240268)
C (3.017247, -0.708451, 0.401404)
C (0.630836, 1.418560, 0.994084)
C (-4.554244, -1.140496, 0.670956)
C (-4.263476, -2.446017, 0.997292)
H (-1.034250, -4.710122, 0.253864)
H (-2.214229, -5.276149, -0.963141)
H (-2.038652, -6.143356, 0.581906)
H (-1.729579, -2.976351, -1.190194)
H (-2.266290, -0.670894, -1.756354)
H (-5.206186, 1.137543, -0.698927)
H (-3.667242, 1.257481, -1.570810)
H (-1.777063, 0.910761, 0.302442)
H (-2.150401, 3.260191, 2.010767)
H (-1.543143, 1.758548, 2.733049)
H (0.334154, 3.114181, 2.256661)
H (-0.735210, 4.543892, 0.451342)
H (0.950633, 4.085968, 0.190884)
H (-1.493207, 2.845367, -1.133293)
H (-0.227009, 3.798907, -1.907899)
H (0.076522, 1.353094, -2.286717)
H (1.454345, 2.088866, -1.435307)
H (0.391146, -1.112253, 0.270567)
H (0.232307, -0.811794, -1.470196)
H (2.184331, -0.152103, -2.818521)
H (4.633156, -0.102150, -3.025284)
H (6.058755, -0.431028, -1.072146)
H (7.192745, -1.769586, 0.505698)
H (7.332360, -0.012887, 0.844753)
H (7.623405, -1.200505, 2.133523)
H (2.582975, -0.893081, 1.373003)
H (0.491988, 0.658675, 1.767931)
H (1.705162, 1.668892, 0.950345)
H (-5.344283, -0.620091, 1.191525)
H (-4.814484, -2.966488, 1.764546)

Atoms 1-3, force components in eV/Å:
0.167 -0.114 -0.111
-0.249 0.262 0.104
-0.025 0.078 0.018

So, what does the Mulliken scheme give us? The charges, in e, come out as: atom 1 (C): -0.781, atom 2 (O): -0.464, atom 3 (C): 0.898, atom 4 (C): -0.538, atom 5 (C): -0.108, atom 6 (C): -0.013, atom 7 (C): -1.210, atom 8 (C): 0.749, atom 9 (O): -0.716, atom 10 (N): 0.093, atom 11 (C): -1.261, atom 12 (C): 0.611, atom 13 (C): -1.212, atom 14 (C): -0.629, atom 15 (C): -0.924, atom 16 (N): 0.922, atom 17 (C): -1.647, atom 18 (C): 0.346, atom 19 (C): -0.369, atom 20 (C): -1.058, atom 21 (C): -0.261, atom 22 (C): 0.613, atom 23 (S): -0.058, atom 24 (C): -0.935, atom 25 (C): -0.797, atom 26 (C): -1.241, atom 27 (C): -0.364, atom 28 (C): -0.717, atom 29 (H): 0.298, atom 30 (H): 0.321, atom 31 (H): 0.244, atom 32 (H): 0.398, atom 33 (H): 0.274, atom 34 (H): 0.393, atom 35 (H): 0.353, atom 36 (H): 0.056, atom 37 (H): 0.509, atom 38 (H): 0.325, atom 39 (H): 0.289, atom 40 (H): 0.408, atom 41 (H): 0.432, atom 42 (H): 0.079, atom 43 (H): 0.493, atom 44 (H): 0.444, atom 45 (H): 0.342, atom 46 (H): 0.642, atom 47 (H): 0.510, atom 48 (H): 0.394, atom 49 (H): 0.378, atom 50 (H): 0.354, atom 51 (H): 0.309, atom 52 (H): 0.291, atom 53 (H): 0.377, atom 54 (H): 0.390, atom 55 (H): 0.461, atom 56 (H): 0.416, atom 57 (H): 0.453, atom 58 (H): 0.440

---

For each record above, in turn, the calculated ΔE to the lowest compared entry with this formula, charge and spin values are 0.000; 0.825 eV.